1.
ORCA calculation (ωB97M-V/def2-TZVPD) on the molecule C9H10ClNO2 at a distorted geometry.

The geometry in XYZ format:
```
23
Properties=species:S:1:pos:R:3:forces:R:3:nbo_charge:R:1
Cl -1.36216 0.72218 -2.26865 -0.05 1.10 -0.82 -0.006
O -1.66872 -1.66638 1.34690 -2.98 0.24 1.02 -0.359
O 0.25352 -2.44348 1.03083 1.37 -1.42 0.26 -0.379
N -0.65815 -1.72340 0.74290 1.61 0.00 0.17 0.543
C -1.66708 -0.24992 -0.87264 -3.53 -1.77 -0.05 -0.437
C 1.68108 -0.78154 -1.80410 0.89 0.77 0.14 -0.209
C 0.59738 -1.33900 -1.26768 -0.97 -1.87 -1.59 -0.156
C -0.68763 1.18445 2.65486 -0.37 0.12 0.97 -0.354
C -0.49850 1.22865 1.33349 -1.92 2.33 -0.04 -0.218
C 1.27447 1.25139 -0.48862 0.48 -0.05 2.16 -0.169
C -0.38327 -0.74499 -0.29625 2.43 2.02 -0.12 -0.020
C 0.41539 0.45886 0.48050 0.99 -1.21 0.30 -0.307
C 1.97411 0.62436 -1.41304 0.61 0.71 -2.49 -0.220
H 2.59499 1.30027 -2.08578 -0.27 -1.36 1.06 0.223
H 2.42393 -1.30024 -2.49205 -1.52 0.60 0.84 0.237
H -2.44102 -1.09927 -1.29054 2.21 1.69 1.44 0.248
H -1.15576 1.99068 0.77539 0.95 -1.18 0.77 0.205
H 1.24498 0.06298 1.16362 -1.35 -0.41 -0.77 0.260
H -0.10528 0.55283 3.36713 -0.40 0.36 -0.89 0.203
H 1.70207 2.14966 -0.01930 -0.70 0.20 -0.78 0.223
H -1.49530 1.80099 3.16870 1.23 -0.76 -0.95 0.212
H -2.22936 0.30385 -0.06571 0.53 -0.51 -1.16 0.261
H 0.19031 -2.28294 -1.69997 0.78 0.40 0.52 0.219
```
Forces are in eV/Å.

Output
calculated total energy: -27597.0373 eV
strongest force on any atom: 0.077 hartree/bohr
LUMO: 0.296 eV
molar mass: 199.637 g mol⁻¹
E_HOMO: -9.0 eV
charge: 0
Kohn-Sham gap: 9.304 eV
SMILES: C=C[C@@H]1C=CC=C[C@@]1(CCl)[N+](=O)[O-]

2.
ORCA calculation (ωB97M-V/def2-TZVPD) on a cluster of 3 separate species, C18H43N2O in total.

The geometry in XYZ format:
```
64
Properties=species:S:1:pos:R:3:forces:R:3:nbo_charge:R:1
O 0.27769 -0.58405 -4.05047 0.37 0.00 -0.03 -0.516
N 1.94949 2.03383 -4.83917 -0.11 -0.09 -0.09 -0.598
N 0.96906 0.03291 -6.23312 0.06 0.08 -0.08 -0.537
C 1.59995 -1.18336 2.58690 0.00 0.01 0.01 -0.400
C -3.44281 1.08846 4.85772 0.00 0.00 0.00 -0.397
C -2.01718 -1.00934 5.09874 0.04 -0.02 0.02 -0.613
C 1.28351 1.21503 -7.10586 0.01 -0.06 0.01 -0.249
C 0.22296 -1.72618 0.47704 0.00 -0.01 0.01 -0.397
C -2.31206 1.98537 4.34768 0.00 0.00 -0.01 -0.396
C 2.06801 2.25577 -6.26800 0.01 0.05 0.04 -0.249
C -1.46077 2.62937 5.44142 0.01 -0.01 -0.01 -0.399
C -2.99286 -0.05145 5.77111 -0.01 0.02 -0.02 -0.401
C 0.59069 1.72726 -4.45868 -0.02 0.03 -0.01 -0.268
C 1.86219 -0.52413 -1.06362 0.05 0.00 0.01 -0.614
C 0.42792 -0.80656 1.68226 -0.03 0.02 0.01 -0.400
C 1.46345 -2.56286 3.22014 0.00 0.00 0.02 -0.612
C -2.25343 3.53836 6.37329 0.00 0.00 0.01 -0.611
C 0.10252 0.37593 -5.00804 -0.23 0.05 0.11 0.261
C 1.43576 -1.85043 -0.44437 -0.01 -0.02 -0.02 -0.397
C -0.00651 -1.96128 -4.36682 -0.34 -0.02 0.03 -0.085
C 1.26366 -2.76145 -4.56411 0.06 -0.03 0.01 -0.644
H 2.17854 0.19247 -0.30491 0.00 -0.02 0.01 0.214
H -3.96345 0.66366 3.99299 -0.01 -0.01 0.01 0.197
H 3.11994 2.25888 -6.54795 -0.02 -0.04 0.01 0.231
H -0.96010 1.85302 6.02739 0.00 -0.01 -0.01 0.194
H 2.29677 -2.76891 3.89218 -0.01 0.00 0.00 0.216
H -0.68268 -2.01660 -5.22965 0.04 0.02 0.00 0.168
H -0.92907 0.42574 -5.37891 0.06 -0.10 -0.12 0.186
H -1.60492 4.00727 7.11387 0.00 0.00 -0.01 0.213
H 1.77245 -2.55754 -5.51151 -0.03 0.03 0.03 0.182
H 1.03485 -3.82756 -4.55693 -0.02 0.03 -0.01 0.249
H 2.70229 -0.65949 -1.75013 -0.01 0.01 -0.01 0.195
H 2.27666 -2.28720 0.10018 -0.01 0.00 0.01 0.206
H -3.02321 2.98741 6.91578 0.00 0.00 0.00 0.202
H 0.54180 -2.62876 3.80294 0.00 -0.02 -0.01 0.208
H -3.87624 -0.60365 6.10073 0.01 -0.01 0.00 0.205
H -0.06156 -2.72333 0.82196 0.00 0.00 0.01 0.208
H 0.50791 -0.69335 -6.77983 0.04 -0.04 0.02 0.439
H 2.63112 1.39319 -4.45505 0.03 0.07 0.05 0.374
H 0.55861 0.22476 1.34161 -0.01 0.00 -0.01 0.197
H -0.62859 -1.35359 -0.10347 0.00 0.00 -0.01 0.193
H -1.74345 -1.83018 5.76300 -0.01 0.00 0.00 0.214
H 0.48425 1.69004 -3.37525 0.02 -0.02 -0.03 0.259
H -2.74925 4.33402 5.81248 -0.01 -0.01 0.00 0.201
H -2.53654 0.35407 6.67827 -0.01 0.01 0.00 0.197
H -2.45525 -1.44216 4.19535 0.01 0.01 -0.01 0.197
H 2.54005 -1.12408 2.02974 0.00 0.01 0.00 0.190
H -0.56424 -2.34349 -3.51218 0.06 0.02 -0.01 0.223
H -4.18353 1.69527 5.38448 0.01 0.01 0.00 0.204
H 1.03489 -0.08121 -1.62129 -0.01 0.03 0.01 0.193
H -0.49144 -0.81076 2.27617 0.01 0.01 0.00 0.210
H 1.67556 -0.43291 3.37787 0.01 0.00 0.00 0.209
H 1.66774 3.24466 -6.50109 0.05 -0.02 -0.03 0.221
H 0.32911 1.59008 -7.47425 0.03 0.02 0.05 0.226
H -1.65970 1.40951 3.68379 -0.01 -0.01 0.00 0.194
H 1.83806 -0.36868 -5.87357 -0.02 0.01 0.05 0.436
H 1.95648 -2.56082 -3.74570 -0.03 -0.02 -0.02 0.239
H 1.19443 -2.56469 -1.23969 0.01 0.00 -0.01 0.184
H 1.85905 0.84296 -7.95211 -0.05 0.05 -0.02 0.238
H -2.74958 2.77514 3.72823 0.01 0.01 0.01 0.199
H -0.05383 2.52701 -4.83164 0.00 -0.02 0.03 0.215
H -1.09448 -0.49962 4.81238 0.01 -0.02 -0.01 0.196
H -0.66302 3.20678 4.96647 0.00 0.00 0.01 0.200
H 1.44230 -3.35857 2.47319 0.00 0.01 -0.01 0.197
```
Forces are in eV/Å.

Output
calculated total energy: -24384.8513 eV
strongest force on any atom: 0.007 hartree/bohr
LUMO: -3.113 eV
molar mass: 303.555 g mol⁻¹
E_HOMO: -12.2 eV
charge: +1
Kohn-Sham gap: 9.100 eV

3.
ORCA calculation (ωB97M-V/def2-TZVPD) on a cluster of 2 separate species, C9H15N2O3S in total at a distorted geometry.

The geometry in XYZ format:
```
30
Properties=species:S:1:pos:R:3:forces:R:3:nbo_charge:R:1
S 2.08927 0.70459 -0.03654 -0.67 -0.29 2.48 1.762
O -3.46097 -1.35438 -0.64100 -0.47 -2.07 -0.85 -0.556
O 1.54474 1.98909 -0.38293 0.33 0.08 -0.86 -0.878
O -3.31774 2.97796 0.47505 -0.31 0.77 -0.29 -0.514
N -1.63055 -0.62050 0.45864 -0.44 -2.89 0.51 -0.515
N -3.40266 0.78842 -0.15344 -0.12 0.31 -0.70 -0.451
C -2.84280 -0.45017 -0.19418 -0.88 1.56 -0.32 0.791
C 3.89320 0.79913 0.23046 0.77 -1.52 -3.36 -0.841
C -4.65369 0.85989 -0.90275 0.37 -1.84 -0.08 -0.402
C 1.74642 -0.65052 -1.31827 5.53 1.50 0.01 -0.741
C -1.01361 0.43543 0.85608 4.04 1.84 1.01 0.461
C 1.33126 0.24245 1.49546 -2.80 -3.20 -2.74 -0.754
C -2.77647 1.92748 0.33622 0.63 -0.87 0.77 0.672
C -1.32579 1.69211 0.70502 -2.27 -0.56 -0.27 -0.418
C -1.68948 -1.94485 1.12535 1.02 -0.07 0.28 -0.420
H -2.54936 -2.02914 1.76118 -0.47 0.46 0.63 0.226
H 2.64618 -1.38206 -1.38719 -1.66 1.24 0.36 0.273
H 1.25036 0.93712 2.25075 0.35 1.91 1.22 0.254
H -5.41267 0.18295 -0.52230 0.12 0.02 0.32 0.231
H -0.78280 -2.07377 1.76164 -0.58 -0.29 -0.97 0.216
H 4.22534 -0.24449 0.50735 -0.32 1.02 -0.55 0.262
H 0.85933 -1.08451 -1.15513 -3.25 -1.63 1.18 0.250
H -4.48524 0.57323 -1.93020 0.20 -0.09 -0.28 0.217
H -1.95370 -2.63936 0.32309 1.03 -0.28 0.31 0.263
H 4.39690 1.48806 0.90256 -1.10 0.46 0.34 0.302
H 4.23887 1.08648 -0.87188 -0.37 -0.80 2.25 0.272
H 1.28900 -0.81512 1.84806 0.59 0.88 -0.68 0.255
H -0.81509 2.58786 0.69356 1.60 1.29 0.34 0.279
H -4.97386 1.82412 -0.87255 -1.01 2.74 0.18 0.231
H 1.68773 -0.08880 -2.23900 0.14 0.33 -0.26 0.272
```
Forces are in eV/Å.

Output
calculated total energy: -29521.9032 eV
strongest force on any atom: 0.111 hartree/bohr
LUMO (alpha / beta): -4.805 / -4.805 eV
molar mass: 231.297 g mol⁻¹
E_HOMO (alpha / beta): -12.6 / -12.6 eV
charge: +1
Kohn-Sham gap (alpha / beta): 7.836 / 7.837 eV